{
  "formula": "C26H42N5Nb",
  "method": "ωB97M-V/def2-TZVPD",
  "symbols": ["Nb", "N", "N", "N", "N", "H", "C", "H", "H", "H", "C", "H", "H", "C", "H", "H", "H", "H", "C", "H", "H", "C", "H", "C", "H", "H", "H", "C", "H", "H", "H", "H", "C", "H", "H", "C", "H", "C", "H", "H", "H", "H", "C", "C", "H", "H", "C", "H", "C", "H", "H", "C", "C", "C", "C", "C", "C", "N", "C", "C", "C", "C", "C", "C", "H", "H", "H", "H", "H", "H", "H", "H", "H", "H"],
  "positions_angstrom": [[-0.058, 0.932, -0.478], [-1.311, 2.466, 0.163], [1.688, 1.628, 0.339], [-0.782, -1.095, -1.011], [1.325, -0.524, -1.516], [-0.180, 4.154, -0.483], [-0.998, 3.907, 0.199], [-0.691, 4.252, 1.196], [-1.874, 4.500, -0.101], [-3.360, 2.983, 0.010], [-2.726, 2.182, 0.435], [-2.939, 2.101, 1.518], [-3.012, 1.231, -0.036], [2.331, 2.637, -0.504], [3.356, 2.322, -0.759], [1.777, 2.788, -1.443], [2.382, 3.606, 0.019], [3.576, 1.030, 1.070], [2.552, 1.201, 1.436], [2.590, 1.966, 2.225], [2.201, 0.272, 1.890], [-2.089, -1.563, -1.468], [-2.472, -0.739, -2.106], [-3.010, -1.768, -0.281], [-3.252, -0.822, 0.211], [-3.941, -2.234, -0.628], [-2.535, -2.445, 0.443], [-1.991, -2.854, -2.300], [-3.007, -3.270, -2.440], [-1.575, -2.648, -3.301], [-1.387, -3.610, -1.769], [3.522, -0.948, -4.114], [2.483, -0.925, -3.749], [2.099, -1.955, -3.753], [1.901, -0.312, -4.453], [2.502, -0.263, -2.367], [2.410, 0.825, -2.516], [3.776, -0.540, -1.556], [3.560, -0.922, -0.544], [4.407, -1.276, -2.073], [4.367, 0.385, -1.470], [0.425, -2.230, -2.377], [0.371, -1.418, -1.640], [-0.511, 1.697, -2.385], [-1.576, 1.741, -2.070], [-0.151, 2.735, -2.340], [-0.318, 1.256, -3.829], [0.419, 1.909, -4.344], [-0.898, 0.237, -4.472], [-1.915, -0.127, -4.241], [-0.281, -0.397, -5.134], [-0.506, 1.907, 5.358], [-0.401, 2.587, 4.139], [-0.249, 1.869, 2.963], [-0.251, 0.451, 2.944], [-0.227, -0.206, 4.199], [-0.406, 0.511, 5.377], [-0.222, -0.254, 1.753], [-0.231, -1.650, 1.775], [0.747, -2.397, 1.079], [0.684, -3.780, 1.028], [-0.325, -4.463, 1.715], [-1.287, -3.740, 2.431], [-1.259, -2.348, 2.455], [-0.639, 2.464, 6.284], [-0.445, 3.673, 4.091], [-0.149, 2.389, 2.010], [-0.105, -1.288, 4.243], [-0.475, -0.025, 6.324], [1.558, -1.851, 0.580], [1.432, -4.320, 0.451], [-0.355, -5.556, 1.698], [-2.059, -4.266, 2.991], [-2.006, -1.769, 3.007]],
  "mulliken_charge": [-1.17, 0.37, 1.10, 0.42, 0.85, 0.24, -1.07, 0.17, 0.43, 0.41, -0.96, 0.22, 0.03, -1.05, 0.35, 0.20, 0.27, 0.44, -1.42, 0.26, 0.29, 0.49, 0.00, -1.08, 0.12, 0.52, 0.18, -1.68, 0.45, 0.34, 0.32, 0.52, -1.43, 0.24, 0.23, 0.58, -0.22, -1.24, 0.15, 0.45, 0.22, 0.23, 0.12, -0.60, 0.43, 0.57, -0.61, 0.34, -0.70, 0.32, 0.22, -0.59, -0.82, 0.33, 0.14, -0.81, -0.75, 1.72, -0.10, 0.18, -0.54, -0.70, -0.74, -0.04, 0.38, 0.38, -0.20, 0.47, 0.36, -0.22, 0.43, 0.37, 0.37, 0.50],
  "orbital_gap_ev": 5.8,
  "max_force_ha_per_bohr": 0.0997
}


{
  "formula": "C25H24N4O3",
  "method": "ωB97M-V/def2-TZVPD",
  "symbols": ["C", "C", "N", "C", "C", "C", "C", "C", "C", "C", "C", "C", "C", "C", "C", "N", "C", "C", "C", "C", "C", "C", "C", "H", "H", "H", "H", "H", "H", "H", "H", "H", "H", "H", "H", "H", "H", "H", "H", "H", "H", "H", "H", "H", "C", "C", "O", "N", "C", "O", "N", "C", "O", "H", "H", "H"],
  "positions_angstrom": [[-1.124, 3.998, 2.692], [0.271, 3.538, 2.505], [1.285, 4.351, 2.052], [1.137, 5.753, 1.680], [2.486, 3.634, 2.003], [2.217, 2.338, 2.479], [3.276, 1.435, 2.639], [4.540, 1.806, 2.251], [4.783, 3.074, 1.717], [3.775, 4.000, 1.604], [0.794, 2.253, 2.749], [0.059, 1.149, 3.250], [0.525, -0.193, 3.462], [0.329, -0.964, 4.627], [-0.382, -0.537, 5.843], [1.038, -2.141, 4.526], [1.122, -3.178, 5.561], [1.662, -2.185, 3.272], [1.325, -1.009, 2.578], [1.741, -0.830, 1.255], [2.523, -1.796, 0.671], [2.901, -2.939, 1.380], [2.474, -3.149, 2.669], [-1.773, 3.205, 3.059], [-1.167, 4.816, 3.412], [-1.543, 4.357, 1.751], [2.086, 6.167, 1.351], [0.421, 5.840, 0.865], [0.786, 6.335, 2.531], [3.095, 0.470, 3.075], [5.357, 1.110, 2.358], [5.775, 3.328, 1.384], [3.963, 4.979, 1.200], [-0.937, 1.368, 3.596], [-0.819, 0.453, 5.719], [-1.181, -1.235, 6.091], [0.313, -0.498, 6.681], [1.713, -4.026, 5.223], [1.587, -2.776, 6.460], [0.124, -3.537, 5.812], [1.449, 0.052, 0.715], [2.844, -1.678, -0.351], [3.538, -3.669, 0.910], [2.756, -4.031, 3.216], [-1.526, -0.680, -1.302], [-1.038, -2.002, -1.363], [0.160, -2.247, -1.466], [-1.962, -3.036, -1.312], [-3.320, -2.828, -1.225], [-4.102, -3.757, -1.193], [-3.760, -1.523, -1.180], [-2.911, -0.425, -1.217], [-3.352, 0.720, -1.184], [-0.827, 0.137, -1.336], [-1.621, -3.986, -1.329], [-4.754, -1.357, -1.129]],
  "mulliken_charge": [-1.67, 0.25, 0.19, -0.98, -0.18, 1.35, -0.14, -1.01, -0.70, -1.03, 1.66, -1.30, 0.76, 0.10, -1.68, 0.18, -0.99, 0.10, 0.36, 0.41, -1.01, -0.79, -0.98, 0.36, 0.39, 0.39, 0.35, 0.33, 0.32, 0.52, 0.45, 0.41, 0.27, 0.37, 0.36, 0.38, 0.39, 0.37, 0.32, 0.32, 0.59, 0.44, 0.43, 0.28, -0.34, 0.27, -0.73, -0.03, 0.27, -0.69, -0.02, 0.17, -0.77, 0.46, 0.23, 0.21],
  "orbital_gap_ev": 3.4,
  "max_force_ha_per_bohr": 0.0398,
  "e_above_lowest_kcal_mol": 66.4
}


{
  "formula": "C6H6N4OS",
  "method": "ωB97M-V/def2-TZVPD",
  "symbols": ["C", "C", "C", "C", "C", "C", "N", "N", "N", "N", "O", "S", "H", "H", "H", "H", "H", "H"],
  "positions_angstrom": [[0.341, 1.103, -1.814], [-0.492, 1.032, -0.788], [0.229, -0.160, 2.161], [1.600, 1.715, 0.722], [-0.202, 0.957, -3.268], [0.021, -1.021, 3.373], [-0.705, 0.297, 1.445], [1.969, 1.747, -0.452], [1.512, 1.924, -1.615], [-0.796, 1.111, 0.400], [2.145, 2.523, -2.505], [2.020, 0.380, 1.786], [-1.270, 1.039, -3.461], [0.456, 1.584, -3.801], [0.152, -0.101, -3.520], [0.543, -0.615, 4.112], [0.471, -1.931, 3.161], [-1.096, -1.063, 3.497]],
  "mulliken_charge": [0.14, 0.53, 0.64, -0.07, -1.26, -1.11, -0.07, -0.27, 0.80, -0.54, -0.70, -0.13, 0.34, 0.42, 0.26, 0.38, 0.34, 0.29],
  "orbital_gap_ev": [7.0, 7.1],
  "max_force_ha_per_bohr": 0.0995,
  "e_above_lowest_kcal_mol": 160.1
}


{
  "formula": "CH4Cl2OP",
  "method": "ωB97M-V/def2-TZVPD",
  "symbols": ["C", "O", "P", "Cl", "Cl", "H", "H", "H", "H"],
  "positions_angstrom": [[0.697, 2.235, 0.025], [-0.286, -2.463, -0.832], [-0.731, -1.112, -0.062], [-2.611, -1.635, 0.282], [0.216, -1.124, 1.720], [0.857, 3.132, -0.486], [0.342, 1.167, -0.134], [1.118, 2.280, 1.031], [0.397, -2.480, -1.544]],
  "mulliken_charge": [0.23, -0.48, 0.53, -0.13, -0.15, 0.33, 0.00, 0.29, 0.37],
  "orbital_gap_ev": [4.4, 3.9],
  "max_force_ha_per_bohr": 0.0698,
  "e_above_lowest_kcal_mol": 108.1,
  "charge": 1
}


{
  "formula": "C6H16BN3",
  "method": "ωB97M-V/def2-TZVPD",
  "symbols": ["B", "C", "C", "C", "C", "C", "C", "N", "N", "N", "H", "H", "H", "H", "H", "H", "H", "H", "H", "H", "H", "H", "H", "H", "H", "H"],
  "positions_angstrom": [[-0.363, 0.101, 0.164], [-2.512, -0.754, -0.079], [-2.558, 0.781, 0.059], [-0.790, -2.464, 0.072], [-1.222, 2.670, 0.142], [2.786, 0.297, -1.289], [2.716, -0.016, 1.252], [-1.136, -1.096, 0.096], [-1.146, 1.255, 0.052], [2.305, 0.597, -0.003], [-3.282, -1.034, 0.731], [-3.018, -0.985, -0.966], [-3.217, 1.090, -0.845], [-3.158, 1.016, 0.902], [-1.234, -2.861, -0.777], [0.264, -2.798, -0.081], [-1.317, -3.089, 0.991], [-2.121, 2.828, 0.726], [-0.323, 3.054, 0.681], [-1.200, 3.052, -0.790], [3.774, 0.602, -1.530], [2.765, -0.880, -1.381], [2.188, 0.707, -1.962], [1.971, -0.060, 2.067], [2.940, -1.164, 1.009], [3.684, 0.458, 1.638]],
  "mulliken_charge": [0.26, -0.63, -0.72, -0.98, -0.91, -0.77, -0.71, 0.01, -0.09, -0.22, 0.25, 0.36, 0.26, 0.40, 0.40, 0.29, 0.23, 0.32, 0.31, 0.34, 0.34, 0.22, 0.29, 0.24, 0.21, 0.30],
  "orbital_gap_ev": [8.7, 7.2],
  "max_force_ha_per_bohr": 0.1249,
  "e_above_lowest_kcal_mol": 76.2
}


{
  "formula": "C30H26N7NaO7S2Se2",
  "method": "ωB97M-V/def2-TZVPD",
  "symbols": ["Na", "C", "C", "C", "C", "C", "C", "C", "S", "O", "O", "N", "C", "C", "C", "C", "C", "N", "H", "H", "H", "H", "H", "H", "H", "H", "H", "H", "H", "Se", "Se", "C", "C", "C", "C", "C", "N", "C", "C", "C", "C", "C", "N", "H", "H", "H", "H", "H", "H", "H", "H", "N", "N", "C", "O", "O", "H", "H", "H", "O", "S", "O", "N", "C", "O", "C", "C", "C", "C", "C", "C", "H", "H", "H", "H"],
  "positions_angstrom": [[-0.074, 0.928, 1.077], [-2.827, -6.854, -3.573], [-2.047, -6.100, -2.529], [-0.861, -6.608, -2.013], [-0.150, -5.917, -1.039], [-0.625, -4.706, -0.566], [-1.805, -4.180, -1.078], [-2.505, -4.874, -2.050], [0.260, -3.811, 0.718], [-0.500, -4.054, 1.924], [1.606, -4.366, 0.686], [0.139, -2.298, 0.345], [0.712, -1.786, -0.788], [1.466, -2.522, -1.732], [1.931, -1.893, -2.867], [1.675, -0.542, -3.067], [0.961, 0.118, -2.083], [0.489, -0.468, -0.983], [-2.214, -7.622, -4.045], [-3.192, -6.184, -4.354], [-3.698, -7.347, -3.134], [-0.481, -7.554, -2.384], [0.783, -6.299, -0.646], [-2.149, -3.218, -0.720], [-3.419, -4.452, -2.455], [1.693, -3.561, -1.549], [2.506, -2.460, -3.592], [2.032, -0.004, -3.935], [0.780, 1.185, -2.156], [0.790, 1.233, 4.548], [2.236, -0.535, 4.295], [2.722, -0.407, 2.427], [3.368, -1.514, 1.887], [3.858, -1.408, 0.599], [3.692, -0.217, -0.094], [2.974, 0.798, 0.513], [2.488, 0.706, 1.757], [-0.836, 0.289, 4.113], [-1.973, 0.478, 4.884], [-3.127, -0.173, 4.487], [-3.092, -0.999, 3.374], [-1.897, -1.126, 2.682], [-0.793, -0.474, 3.039], [3.440, -2.440, 2.442], [4.341, -2.258, 0.133], [4.042, -0.094, -1.109], [2.742, 1.712, -0.022], [-1.953, 1.129, 5.747], [-4.047, -0.037, 5.044], [-3.972, -1.530, 3.039], [-1.796, -1.758, 1.809], [-2.219, 1.693, 0.107], [-2.874, 2.653, 0.911], [-2.136, 3.171, 2.038], [-2.582, 4.250, 2.475], [-1.177, 2.483, 2.455], [-1.625, 2.125, -0.596], [-2.904, 1.093, -0.329], [-3.272, 3.429, 0.398], [3.670, 5.412, -2.473], [2.253, 5.183, -2.647], [1.729, 5.478, -3.964], [1.809, 3.725, -2.134], [0.983, 3.793, -1.080], [0.475, 2.833, -0.490], [0.701, 5.209, -0.630], [-0.081, 5.624, 0.435], [-0.200, 6.992, 0.651], [0.451, 7.910, -0.172], [1.244, 7.483, -1.233], [1.348, 6.121, -1.435], [-0.577, 4.915, 1.086], [-0.811, 7.341, 1.474], [0.342, 8.971, 0.021], [1.760, 8.187, -1.873]],
  "mulliken_charge": [0.76, -1.47, 1.11, -0.69, -0.38, -0.32, -0.33, -0.89, 1.46, -0.82, -0.77, 0.22, 0.08, -0.41, -0.64, -1.03, -0.31, 0.22, 0.35, 0.34, 0.29, 0.28, 0.48, 0.42, 0.34, 0.42, 0.33, 0.46, 0.29, -0.04, -0.17, 0.67, -0.65, -0.20, -0.70, -0.06, -0.45, 0.31, -0.75, -0.24, -0.91, 0.02, 0.22, 0.28, 0.35, 0.43, 0.38, 0.37, 0.35, 0.40, 0.33, -0.19, -0.35, 0.33, -0.85, -0.33, 0.15, 0.20, 0.27, -0.70, 1.12, -0.73, -0.48, 0.02, -0.03, 0.24, -0.20, -0.78, -0.30, -0.57, -0.23, 0.50, 0.46, 0.35, 0.39],
  "orbital_gap_ev": 6.9,
  "max_force_ha_per_bohr": 0.0052,
  "e_above_lowest_kcal_mol": 4.1,
  "charge": -2
}